Below is a molecular structure, C39H37FMoN3O3Te4, with properties calculated with ωB97M-V/def2-TZVPD.

Geometry as ORCA input:
```
! RIJCOSX wB97M-V def2-TZVPD def2/J DEFGRID3
* xyz -1 1
Mo 0.04 -0.13 -0.50
C -4.13 -1.73 -0.05
C -3.26 -2.72 -0.77
C -3.86 -3.73 -1.52
C -3.10 -4.73 -2.10
C -1.73 -4.74 -1.93
C -1.10 -3.75 -1.18
C 0.38 -3.87 -0.90
C -1.87 -2.72 -0.63
N -1.24 -1.71 0.17
C -1.54 -1.83 1.48
O -2.18 -2.73 2.03
C -0.97 -0.73 2.29
C -1.06 -0.65 3.67
C -0.36 0.34 4.33
C 0.42 1.23 3.59
C 0.44 1.10 2.21
N -0.27 0.16 1.58
C 1.16 2.04 1.31
O 1.87 2.92 1.76
N 0.82 1.82 0.01
C 0.95 2.98 -0.83
C 0.26 4.17 -0.51
C -0.57 4.33 0.74
C 0.33 5.24 -1.38
C 1.06 5.18 -2.55
C 1.77 4.03 -2.84
C 1.74 2.94 -1.98
C 2.60 1.75 -2.26
H -5.08 -1.60 -0.58
H -3.65 -0.76 0.05
H -4.34 -2.10 0.96
H -4.94 -3.72 -1.63
H -3.58 -5.50 -2.69
H -1.13 -5.52 -2.37
H 0.82 -4.62 -1.56
H 0.54 -4.18 0.13
H 0.90 -2.93 -1.04
H -1.66 -1.39 4.18
H -0.40 0.42 5.41
H 1.01 2.02 4.04
H -0.99 3.39 1.10
H -1.41 5.00 0.54
H 0.04 4.75 1.54
H -0.22 6.14 -1.14
H 1.09 6.02 -3.23
H 2.37 3.96 -3.75
H 3.16 1.88 -3.18
H 2.02 0.83 -2.36
H 3.31 1.61 -1.44
Te -0.13 0.67 -4.65
Te -2.67 1.31 -5.30
Te -3.79 0.59 -2.90
Te -2.09 1.70 -1.17
C 0.82 -6.08 -6.21
C 0.50 -4.78 -5.53
C -0.81 -4.31 -5.47
C -1.13 -3.13 -4.80
C -2.57 -2.67 -4.83
C -0.12 -2.39 -4.17
C -0.50 -1.13 -3.43
O 0.13 -0.96 -2.20
C 1.20 -2.84 -4.25
C 2.35 -2.06 -3.66
C 1.49 -4.02 -4.92
H 0.08 -6.32 -6.97
H 0.85 -6.90 -5.49
H 1.80 -6.04 -6.69
H -1.60 -4.87 -5.95
H -3.20 -3.45 -5.25
H -2.68 -1.77 -5.44
H -2.94 -2.44 -3.83
H -1.58 -1.09 -3.29
H 2.34 -2.13 -2.58
H 2.29 -1.00 -3.92
H 3.30 -2.45 -4.03
H 2.52 -4.35 -4.98
F 5.41 -2.90 1.59
C 4.28 -2.27 1.18
C 3.14 -2.35 1.95
C 1.99 -1.71 1.50
C 1.93 -0.98 0.31
C 3.12 -0.95 -0.43
C 4.29 -1.58 -0.01
H 3.15 -2.92 2.87
H 1.12 -1.82 2.13
H 3.16 -0.44 -1.37
H 5.20 -1.54 -0.61
*
```

Calculated values
HOMO level (spin up / spin down) = -4.4425 / -4.5119 eV
energy = -85408.3108 eV
Kohn-Sham gap (spin up / spin down) = 5.8436 / 5.8906 eV
maximum force = 0.0178 Eh/bohr
energy above the lowest of the compared OMol25 structures with the same formula, charge and spin = 0.0 kJ/mol

Löwdin charges, unit e, in atom order: 1.4516, -0.0816, -0.2189, -0.0610, -0.0945, -0.0565, -0.1968, -0.0248, -0.1861, -0.0204, -0.4988, 0.0471, -0.1947, 0.0175, -0.0332, 0.0233, -0.1860, -0.0277, -0.5006, 0.0722, -0.0930, -0.2596, -0.2557, -0.0762, -0.0572, -0.0850, -0.0607, -0.2317, -0.0735, 0.0673, 0.0094, 0.0837, 0.1086, 0.0995, 0.1082, 0.0810, 0.0920, 0.0310, 0.1213, 0.1069, 0.1222, 0.0336, 0.0793, 0.0863, 0.1073, 0.0963, 0.1049, 0.0848, 0.0090, 0.0864, 0.6941, 0.0658, 0.0708, 0.2816, -0.0584, -0.2745, -0.0180, -0.2089, -0.0569, -0.1895, -0.6812, -0.4848, -0.2108, -0.0338, -0.0154, 0.0710, 0.0780, 0.0724, 0.1130, 0.0807, 0.0291, 0.0379, -0.0307, 0.0526, 0.0523, 0.0835, 0.1132, 0.0326, -0.2910, -0.0166, -0.1079, -0.2243, -0.1347, -0.0145, 0.1130, 0.0879, 0.0520, 0.1141